# 1
Below is C24H50BrCoN5OSi4Te as an isolated structure at a distorted geometry, with properties calculated with the ωB97M-V functional and the def2-TZVPD basis.

Energy above the lowest of the compared OMol25 structures with the same formula, charge and spin = 0.000 eV
Gap between HOMO and LUMO (spin up / spin down) = 7.3 / 7.0 eV
<S²> = 3.76
E_tot = -6676.353931 hartree

Structure (ORCA input):
```
! wB97M-V def2-TZVPD RIJCOSX def2/J DEFGRID3
* xyz 0 4
Co -1.47 -1.47 -0.61
C -1.26 3.25 5.32
C -2.41 3.47 4.30
C -2.55 4.96 3.99
C -3.74 3.03 4.96
C -2.22 2.64 3.04
C -2.03 1.26 3.08
C -1.94 0.55 1.92
Br -1.65 -1.39 1.95
C -2.09 1.08 0.64
O -1.99 0.34 -0.47
C -2.33 2.48 0.57
C -2.37 3.20 1.78
C -2.34 3.29 -0.70
C -2.83 2.53 -1.98
C -0.92 3.83 -0.88
C -3.29 4.48 -0.57
H -1.42 3.78 6.23
H -0.27 3.50 4.93
H -1.22 2.18 5.60
H -2.69 5.50 4.91
H -3.37 5.16 3.32
H -1.61 5.30 3.53
H -3.98 3.62 5.84
H -3.69 1.98 5.27
H -4.61 3.12 4.29
H -1.84 0.81 4.05
H -2.53 4.27 1.73
H -2.07 1.84 -2.32
H -3.07 3.22 -2.79
H -3.75 1.99 -1.75
H -0.23 3.02 -0.98
H -0.57 4.42 -0.05
H -0.86 4.48 -1.74
H -4.33 4.18 -0.46
H -3.19 5.12 -1.47
H -3.06 5.15 0.27
C 3.19 -4.73 -3.63
Si 3.75 -2.98 -3.12
C 3.56 -1.94 -4.68
C 5.58 -3.09 -2.63
Si 2.50 -2.23 -1.27
Te 0.16 -3.02 -1.83
Si 2.48 0.12 -1.34
C 4.27 0.69 -1.58
C 1.68 0.81 0.26
C 1.56 0.77 -2.88
Si 3.12 -3.40 0.77
C 3.33 -5.23 0.33
C 1.74 -3.38 2.08
C 4.62 -2.55 1.60
H 3.74 -4.97 -4.53
H 2.12 -4.75 -3.83
H 3.40 -5.50 -2.88
H 4.27 -2.30 -5.44
H 3.89 -0.90 -4.49
H 2.52 -1.94 -5.03
H 6.19 -3.33 -3.52
H 5.71 -3.86 -1.84
H 5.97 -2.17 -2.21
H 5.02 0.17 -0.98
H 4.35 1.76 -1.41
H 4.53 0.47 -2.63
H 2.08 0.34 1.16
H 0.61 0.63 0.22
H 1.89 1.87 0.32
H 2.04 0.40 -3.75
H 1.69 1.85 -2.83
H 0.46 0.58 -2.84
H 2.42 -5.62 -0.16
H 3.52 -5.81 1.25
H 4.16 -5.39 -0.35
H 0.78 -3.73 1.65
H 1.53 -2.42 2.55
H 2.02 -4.07 2.87
H 5.37 -2.34 0.84
H 5.01 -3.11 2.44
H 4.29 -1.60 2.03
N -6.15 -3.93 -2.00
N -5.25 -2.96 -1.60
N -5.59 -1.72 -1.46
C -4.44 -1.20 -1.12
N -3.44 -2.10 -1.06
N -3.99 -3.22 -1.42
H -6.36 -4.53 -1.20
H -5.79 -4.47 -2.77
H -4.33 -0.17 -0.84
*
```

=====

# 2
Below is C4H11N3O as an isolated structure at a distorted geometry, with properties calculated with the ωB97M-V functional and the def2-TZVPD basis.

Energy above the lowest of the compared OMol25 structures with the same formula, charge and spin = 2.836 eV
Gap between HOMO and LUMO = 9.1 eV
E_tot = -398.449937 hartree

Structure (ORCA input):
```
! wB97M-V def2-TZVPD RIJCOSX def2/J DEFGRID3
* xyz 0 1
C -0.34 1.30 1.48
C -1.39 -0.72 0.23
C -0.12 0.03 0.67
N -1.11 -1.98 -0.22
N -2.58 -0.25 0.20
O 0.88 -0.71 0.99
H -0.27 -2.39 0.15
H -1.91 -2.57 -0.39
H -2.64 0.70 0.54
H 0.63 1.74 1.72
H -0.85 1.05 2.41
H -0.94 2.03 0.93
C 1.36 0.71 -1.51
N 2.25 -0.24 -1.09
H 2.18 -1.08 -1.65
H 1.95 -0.55 -0.07
H 1.02 0.65 -2.55
H 1.59 1.72 -1.18
H 0.30 0.56 -0.65
*
```